Record 1
Below is a 3-piece molecular cluster, C18H40BrN7O6PS overall, with properties calculated with the ωB97M-V functional and the def2-TZVPD basis.

Each line ends with the Löwdin charge.
Cartesian coordinates (Å):
C 2.059 -3.462 4.507  -0.21
H 0.465 -5.068 1.038  0.12
C 0.927 -1.464 5.161  -0.11
C 1.109 5.330 4.959  -0.11
H 1.368 -1.666 -7.549  0.14
H -2.080 2.852 4.387  0.09
H 0.399 -3.910 -4.308  0.06
C 0.998 -3.160 0.224  -0.27
N -2.348 -1.102 -6.041  0.23
H -2.374 3.202 -5.750  0.07
C -1.826 -0.062 -5.388  -0.40
H 2.087 -3.252 0.318  0.10
H -0.002 -1.623 4.602  0.08
C -1.286 -1.765 -6.516  -0.33
C -0.252 6.006 3.121  -0.22
C -2.093 -3.805 -6.855  -0.73
H -2.000 1.156 1.380  0.12
C 1.281 -0.981 1.170  -0.09
P -1.697 2.166 -3.908  0.79
H 2.040 -5.076 3.099  0.12
C -1.322 2.067 4.434  -0.09
C 0.250 -4.014 1.243  -0.20
H -3.540 0.729 -4.742  0.13
O 0.614 -1.797 0.219  -0.19
N -2.537 0.866 -4.712  -0.05
H 3.046 -3.778 4.857  0.12
H 1.315 -3.868 5.198  0.12
H 1.592 4.470 4.481  0.08
C 1.620 -2.893 -5.771  -0.24
H -0.823 2.968 0.379  0.11
O 2.044 -2.040 4.510  -0.19
H 0.295 1.936 1.258  0.10
H -1.553 1.409 5.272  0.09
H 2.303 -1.320 1.350  0.09
H -1.803 4.649 2.639  0.11
H 1.023 5.129 6.025  0.09
H 1.888 -0.781 -6.133  0.14
C -0.838 4.951 2.209  -0.22
H 0.450 -2.185 -4.041  0.04
H -0.345 2.518 4.629  0.07
O -1.308 1.275 3.259  -0.19
N -0.142 -1.177 -6.191  -0.01
H -0.819 -3.870 1.068  0.12
H 0.728 -0.938 2.111  0.07
H 2.595 -3.518 2.460  0.11
C -0.508 2.665 1.384  -0.20
H 0.809 -1.862 6.173  0.09
H 0.394 3.537 2.968  0.07
N 0.072 3.823 2.053  -0.05
H 1.251 -3.724 -6.373  0.11
H 1.320 0.032 0.769  0.07
H -2.530 2.596 2.230  0.11
S -3.002 -4.928 -6.360  0.93
H 0.250 -2.788 2.847  0.07
H 0.202 0.565 -5.069  0.15
C 1.849 -3.999 3.108  -0.21
N -1.351 -2.911 -7.256  0.15
N -0.481 -0.070 -5.457  0.18
N 0.485 -3.754 2.658  -0.05
H 1.108 -0.392 5.227  0.09
H -3.650 2.264 -2.879  0.07
O -0.199 5.546 4.464  -0.19
H -1.030 5.392 1.227  0.12
H 2.705 -2.978 -5.792  0.10
H 0.745 -3.536 -0.768  0.06
H 0.736 6.321 2.772  0.12
O -1.792 3.363 -4.995  -0.24
Br 2.401 -3.239 -3.000  0.75
C 1.044 -3.037 -4.361  -0.61
O -2.737 2.558 -2.749  -0.23
H 1.737 6.214 4.819  0.09
H -0.906 6.882 3.104  0.12
C 1.234 -1.585 -6.471  -0.09
C -1.665 1.941 2.065  -0.23

Atoms 1-2, force components in eV/Å:
0.3 -0.1 0.0
0.1 0.0 0.0

As for the HOMO energy: -10.1 eV. The multiplicity is 1. The charge is +1. Its frontier orbital gap is 6.815 eV.

---

Record 2
Below is a 2-piece molecular cluster, C6H12O overall, with properties calculated with the ωB97M-V functional and the def2-TZVPD basis.

Each line ends with the Löwdin charge.
Cartesian coordinates (Å):
C 1.125 -1.167 0.025  -0.06
H 1.686 -1.722 -0.739  0.09
C -0.520 0.501 -0.872  -0.09
H 2.631 0.849 -1.258  0.08
H 0.347 0.781 2.457  0.05
H 1.789 -1.058 0.891  0.08
H -2.754 0.603 0.869  0.13
H -0.721 1.512 -1.224  0.11
C 1.835 1.201 -0.588  -0.07
C 0.724 0.189 -0.496  -0.37
H -2.475 -0.107 -1.518  0.11
H 0.269 -1.770 0.340  0.07
H 1.477 2.168 -0.957  0.08
H 2.296 1.356 0.396  0.08
O -2.185 -1.253 1.411  0.02
H -0.143 0.241 2.609  0.04
H -1.449 -1.468 -1.022  0.11
C -2.276 -0.363 0.598  -0.28
C -1.712 -0.430 -0.801  -0.16

Atoms 1-2, force components in eV/Å:
0.0 0.0 0.0
-0.1 0.1 0.1

As for the HOMO energy: -9.1 eV. As for the structure (SMILES): CC(C)=CCC=O.[H][H]. The multiplicity is 1. The calculation puts the relative energy (zero: lowest compared OMol25 entry of this formula, charge and spin) at 178.33 kJ/mol. Its frontier orbital gap is 10.095 eV.

---

Record 3
Below is a 2-piece molecular cluster, C26H26BCl3NO3 overall, with properties calculated with the ωB97M-V functional and the def2-TZVPD basis.

Each line ends with the Löwdin charge.
Cartesian coordinates (Å):
Cl 3.094 0.355 6.510  0.47
H 0.612 0.869 4.958  0.14
C -2.492 1.055 -2.817  -0.17
C -4.841 2.470 -3.448  -0.14
C -1.271 0.344 -2.435  -0.25
C 4.154 2.379 -0.317  -0.04
C -0.177 -3.449 -4.082  -0.13
C -2.646 2.391 -2.414  -0.04
O 1.269 -1.079 5.020  -0.04
H -5.499 0.634 -4.399  0.09
C -4.704 1.133 -3.843  -0.12
Cl 3.058 0.295 3.436  0.55
H -0.744 -2.720 5.024  0.13
C -0.948 -0.979 -2.996  -0.17
B 2.735 -0.705 5.004  -1.83
O 1.144 2.352 0.304  0.05
C -3.548 0.427 -3.523  -0.07
C -0.364 -1.964 -2.182  -0.06
C 0.033 -3.185 -2.723  -0.10
H -1.561 -0.468 -5.009  0.11
C 3.838 0.458 -1.894  -0.05
H -1.611 1.504 4.987  0.13
H -3.452 -0.618 -3.815  0.09
H 4.950 0.404 1.356  0.05
C 4.932 0.114 0.301  -0.05
H 0.507 -3.922 -2.073  0.09
H 4.179 2.653 0.746  0.09
H 3.391 2.980 -0.828  0.09
C -1.133 -1.245 -4.371  -0.06
H -4.850 -1.358 4.991  0.11
C -0.763 -2.478 -4.903  -0.11
C -3.347 0.199 4.989  -0.06
H 4.830 0.623 -2.336  0.08
C -1.043 -0.566 4.991  -0.15
H -0.224 -1.769 -1.116  0.11
C -3.784 -1.135 4.995  -0.04
H 3.611 -0.614 -1.962  0.09
H -0.933 -2.674 -5.962  0.09
H 5.909 0.313 -0.154  0.08
H 0.117 -4.412 -4.500  0.08
C -1.991 0.482 4.990  0.00
C -1.485 -1.918 5.010  0.02
H -3.909 4.137 -2.422  0.09
H -4.071 1.011 4.982  0.11
C -2.849 -2.183 5.006  -0.06
H -3.195 -3.219 5.011  0.11
C 0.346 -0.196 4.956  -0.02
C 1.470 1.285 -0.161  -0.51
H -1.835 2.854 -1.849  0.10
H 4.727 -0.960 0.237  0.09
O 2.595 0.575 0.240  -0.07
C 3.865 0.896 -0.439  -0.61
Cl 3.684 -2.286 5.007  0.50
C -3.809 3.098 -2.733  -0.11
H 1.263 -0.311 -1.631  0.09
C 0.722 0.540 -1.188  -0.15
H -5.751 3.017 -3.696  0.08
N -0.444 0.935 -1.583  0.09
H 5.132 2.599 -0.764  0.08
H 3.107 1.031 -2.479  0.09

Atoms 1-2, force components in eV/Å:
-0.3 -0.3 -0.3
0.1 -0.3 -0.2

As for the HOMO energy: -2.6 eV. The multiplicity is 1. The calculation puts the relative energy (zero: lowest compared OMol25 entry of this formula, charge and spin) at 0.00 kJ/mol. The charge is -1. Its frontier orbital gap is 2.422 eV.

---

Record 4
Below is C33H54LuN6O10P2S4 as an isolated structure, with properties calculated with the ωB97M-V functional and the def2-TZVPD basis.

Each line ends with the Löwdin charge.
Cartesian coordinates (Å):
H 4.333 0.125 -4.725  0.08
C 3.298 -0.235 -4.799  -0.13
C -0.208 3.012 -1.505  -0.28
H 0.317 -3.030 -3.441  0.06
C 0.709 2.292 2.089  0.02
H 1.495 -3.158 -4.765  0.09
H -3.022 -3.691 3.194  0.05
H -3.651 1.593 -1.368  -0.02
O 2.008 -0.415 3.424  0.03
H -5.917 -1.297 -0.143  0.08
H 5.563 -3.579 3.579  0.09
H -0.571 -5.535 2.876  0.05
P 2.379 -0.860 -2.275  0.60
H 2.854 0.201 -5.700  0.09
H -1.394 8.716 2.419  0.10
C -0.665 1.854 2.412  -0.30
C 2.716 -2.321 2.215  -0.16
H 3.467 -4.062 -3.131  0.08
N 2.293 -2.345 -3.011  -0.30
C 4.694 -3.514 2.938  -0.11
N -1.508 2.585 3.181  0.05
C 1.173 -2.541 -3.921  -0.10
H -1.453 4.812 1.768  0.10
H 3.649 1.884 -3.263  0.08
H 0.670 -4.280 2.674  0.01
O -1.308 -2.272 1.731  -0.72
O -1.208 -2.135 -1.475  -0.31
O 1.214 -0.675 1.372  -0.31
C -1.989 -2.797 -2.241  -0.59
H -3.048 -5.252 2.323  0.04
H -6.214 -4.436 -3.044  0.09
H -0.229 3.311 -2.552  0.03
H 3.305 -1.316 -4.901  0.07
S -1.066 6.560 3.327  0.65
H 3.092 -5.200 0.484  0.09
S 1.067 -3.331 0.188  0.65
H 4.883 -1.733 -3.007  0.07
O -3.919 3.458 4.274  0.04
H 3.374 -3.321 -1.510  0.05
C -4.261 -3.638 -2.680  -0.04
H -0.171 4.027 3.836  0.12
H 4.528 0.766 -0.284  0.09
P -1.228 1.466 -1.230  0.77
H 3.993 -1.664 3.771  0.11
N -1.222 0.720 2.021  0.07
C 2.813 -3.556 -2.412  -0.16
H 0.524 7.430 1.253  0.07
H -2.169 0.150 -3.014  0.04
C 5.081 -1.239 -2.060  -0.12
C 3.318 -4.419 1.197  -0.14
H 5.079 -5.374 1.931  0.09
H -0.707 6.675 0.238  0.07
H -0.408 0.150 -3.120  0.00
H 5.730 -0.368 -2.229  0.08
H 1.206 1.465 1.587  0.06
H -1.329 1.576 -3.674  0.04
C -5.625 -3.720 -2.486  -0.11
H -3.019 2.962 -0.454  0.02
H -2.863 5.046 2.864  0.10
O -4.754 1.465 4.042  0.08
H 2.136 2.128 -4.164  0.09
C -5.465 -1.966 -0.861  -0.15
C 1.902 -1.058 2.381  -0.60
H -3.755 -4.263 -3.404  0.11
H 2.982 0.024 0.217  0.06
C -6.226 -2.874 -1.561  -0.12
H -0.705 -3.982 3.759  0.06
H -0.634 3.804 -0.893  0.01
Lu -0.428 -1.029 0.152  1.33
H -7.295 -2.927 -1.390  0.09
H -1.737 3.992 4.692  0.13
C -2.458 0.686 2.566  -0.06
H -3.140 -0.124 2.399  0.06
C -1.781 4.977 2.792  -0.19
S -1.330 -3.735 1.460  0.77
H -2.886 2.951 -2.230  0.04
C -1.249 3.894 3.719  -0.15
H 2.086 1.745 -2.432  0.04
C 3.829 -2.443 3.039  -0.05
C -4.077 -1.879 -1.038  -0.59
N 3.835 -0.849 -1.450  -0.29
H 2.003 -4.230 -2.129  0.05
O 1.279 -0.314 -1.438  -0.40
O -1.606 -3.475 -3.198  0.00
H 4.507 -0.818 0.525  0.09
O -1.733 7.023 4.510  -0.31
C -2.960 -4.177 2.228  -0.22
N -3.843 2.277 3.905  -0.33
H -2.486 7.525 1.689  0.10
H 5.617 -1.931 -1.401  0.09
N 2.514 0.144 -3.651  -0.30
O 0.364 6.403 3.399  -0.32
H 0.703 3.171 1.448  0.08
C -1.278 0.774 -2.937  -0.27
C 4.427 -4.512 2.009  -0.11
C 2.447 -3.321 1.266  -0.57
C -0.472 7.554 0.834  -0.13
H -0.470 8.423 0.180  0.08
S -3.242 -0.665 -0.123  0.62
C -0.384 -4.468 2.846  -0.22
C 2.606 1.551 -3.364  -0.12
C -2.858 2.335 -1.329  -0.32
H 0.851 -1.570 -4.297  0.08
H 0.821 2.862 -1.188  0.01
H -3.736 -3.796 1.575  0.04
C 3.974 -0.177 -0.181  -0.09
C -3.470 -2.747 -1.961  -0.15
C -1.456 7.728 1.969  -0.28
H 1.260 2.519 3.000  0.10
C -2.678 1.851 3.277  -0.14

Atoms 1-2, force components in eV/Å:
0.1 0.0 0.0
0.0 -0.1 -0.2

As for the HOMO energy: -4.3 eV. The multiplicity is 1. The charge is -1. Its frontier orbital gap is 5.867 eV.

---

Record 5
Below is one molecule with the formula C7H11FN2, with properties calculated with the ωB97M-V functional and the def2-TZVPD basis.

Each line ends with the Löwdin charge.
Cartesian coordinates (Å):
F 1.090 -2.257 0.753  0.11
C 0.562 -1.034 0.670  -0.27
N 1.357 -0.085 0.092  -0.15
C 0.665 1.089 -0.451  -0.04
H 0.052 0.660 -1.195  0.06
H -0.257 -0.243 2.457  0.09
C 2.314 -0.571 -0.891  -0.04
C -2.348 -0.207 0.027  -0.10
C -0.522 -0.792 1.643  -0.10
H -2.854 -1.556 -1.622  0.09
H 1.744 -1.520 -1.175  0.11
C -1.752 -0.023 1.219  -0.10
N -0.845 -1.560 -1.370  0.08
H -0.908 -1.738 1.972  0.13
H 1.373 1.806 -0.830  0.09
C -1.950 -1.131 -1.072  -0.40
H 3.297 -0.693 -0.411  0.09
H -3.231 0.314 -0.116  0.07
H -2.130 0.587 1.965  0.08
H 2.541 0.110 -1.701  0.09
H -0.073 1.492 0.330  0.11

Atoms 1-2, force components in eV/Å:
0.0 0.7 0.1
0.0 0.5 -2.0

As for the HOMO energy (spin up / spin down): -6.7 / -6.8 eV. The multiplicity is 1. The calculation puts the relative energy (zero: lowest compared OMol25 entry of this formula, charge and spin) at 298.70 kJ/mol. Its frontier orbital gap (spin up / spin down) is 7.153 / 7.289 eV.

---

| no. | energy (hartree) |
| --- | --- |
| 1 | -4857.84662 |
| 2 | -310.99135 |
| 3 | -2692.42292 |
| 4 | -5882.09176 |
| 5 | -482.52766 |